[1]
{"formula": "C4H5BrO", "method": "ωB97M-V/def2-TZVPD", "elements": ["C", "C", "C", "C", "O", "Br", "H", "H", "H", "H", "H"], "xyz": [[-0.721587, -0.112475, 0.682981], [-0.114513, 1.132778, 0.120953], [0.796746, 0.784839, -0.950380], [-0.108388, -1.169769, -0.214757], [1.320985, 1.164309, 0.244339], [1.084158, -2.340043, 0.705370], [-0.498588, -0.193011, 1.685044], [-1.722474, -0.281225, 0.563634], [-0.583099, 2.078572, 0.209648], [1.116261, 0.760963, -1.975531], [-0.569499, -1.824938, -1.071301]], "forces_ev_per_a": [[1.4, -0.3, -2.3], [-0.6, 0.1, -0.5], [-1.2, -3.8, 1.5], [2.1, 0.4, -2.5], [0.3, 0.1, -0.6], [0.2, 0.0, 0.0], [0.6, -0.5, 2.3], [-3.0, 0.6, -0.1], [-0.3, 0.9, 0.2], [0.3, 0.7, 0.1], [0.2, 1.9, 2.0]], "nbo_charge": [-0.515, 0.051, 0.131, -0.367, -0.432, 0.010, 0.231, 0.233, 0.191, 0.233, 0.235], "relative_energy_kcal_mol": 94.0, "spin_multiplicity": 1, "fmax_ha_per_bohr": 0.0824, "lumo_energy_ev": 0.7, "homo_energy_ev": -7.758}


[2]
{"formula": "C32H31N5O6ReS", "method": "ωB97M-V/def2-TZVPD", "elements": ["Re", "O", "C", "O", "C", "O", "C", "C", "O", "O", "H", "H", "H", "H", "H", "N", "C", "C", "C", "C", "C", "C", "S", "N", "C", "C", "C", "C", "C", "C", "N", "H", "H", "H", "H", "H", "H", "H", "H", "H", "N", "C", "C", "C", "C", "C", "C", "C", "C", "C", "C", "C", "C", "C", "H", "H", "H", "H", "H", "H", "H", "H", "H", "H", "C", "N", "C", "C", "O", "H", "H", "H", "H", "H", "H", "H"], "xyz": [[-1.500279, 0.253075, 0.705400], [-5.135905, 1.555883, -0.574918], [-4.161850, 1.150146, 0.181430], [-3.546810, 0.043409, -0.020062], [-3.940370, 1.947795, 1.458336], [-2.526647, 2.146274, 1.625441], [-1.904904, 3.312390, 0.870095], [-1.490110, 2.906309, -0.573782], [-1.324573, 3.685036, -1.451677], [-1.497217, 1.559668, -0.764402], [-5.173679, 0.951351, -1.385269], [-4.558846, 2.906174, 1.491284], [-4.202518, 1.346780, 2.340434], [-2.571037, 4.167122, 0.721856], [-1.109853, 3.741408, 1.460234], [1.016567, 1.092928, 3.855140], [2.151728, 1.862953, 3.373718], [2.918783, 2.570077, 4.266979], [3.891839, 3.456291, 3.802892], [4.200413, 3.665799, 2.421308], [3.378188, 2.971132, 1.559168], [2.316302, 2.138415, 1.984216], [1.311006, 1.594878, 0.731538], [0.059677, 0.873616, 1.695674], [0.009114, 0.726798, 3.027375], [-1.146530, -0.011949, 3.575906], [-1.439731, -0.387736, 4.918330], [-2.558706, -1.179444, 5.207486], [-3.472378, -1.454458, 4.188315], [-3.128749, -1.157890, 2.843021], [-1.972292, -0.454615, 2.532451], [0.728274, 1.280787, 4.797987], [2.868205, 2.436450, 5.371976], [4.292335, 4.166830, 4.519946], [4.858563, 4.532993, 2.113047], [3.647920, 3.073647, 0.512923], [-0.799769, -0.074247, 5.714004], [-2.817380, -1.522105, 6.234953], [-4.402506, -1.967791, 4.337099], [-3.783235, -1.396876, 2.006641], [-0.665502, -0.990966, -0.187600], [-0.371007, -1.891606, -1.130627], [0.528205, -2.955752, -0.798203], [0.971116, -3.205498, 0.495513], [1.587463, -4.366164, 0.729522], [2.090097, -5.162943, -0.244998], [1.878830, -4.859660, -1.617715], [1.153117, -3.754739, -1.910553], [-1.075490, -1.851392, -2.387481], [-1.516292, -3.077396, -3.024535], [-2.402697, -3.099316, -4.104984], [-2.920172, -1.882286, -4.556985], [-2.405934, -0.659760, -4.055226], [-1.511530, -0.674804, -3.019276], [0.645664, -2.551996, 1.316248], [1.643349, -4.635756, 1.794699], [2.699487, -5.998512, 0.075802], [2.214423, -5.528928, -2.466095], [0.763479, -3.621144, -2.950052], [-1.148058, -4.038321, -2.608427], [-2.830857, -4.059281, -4.522835], [-3.782681, -1.838428, -5.227844], [-2.806895, 0.309775, -4.283227], [-1.034966, 0.285855, -2.620688], [4.029812, 0.573284, -4.832965], [3.394521, 0.831837, -3.544218], [3.792855, 2.020925, -2.783483], [2.210170, 0.216704, -3.354965], [1.835716, -0.816207, -3.987458], [4.150193, -0.477585, -4.869381], [5.011139, 1.029885, -4.902357], [3.337937, 0.789660, -5.649589], [3.649937, 1.826585, -1.772014], [3.091984, 2.807244, -3.149599], [4.831992, 2.218715, -2.978985], [1.477520, 0.578649, -2.545932]], "forces_ev_per_a": [[-2.0, 2.0, 0.5], [0.8, -1.2, -1.0], [-0.4, -2.3, 0.1], [-0.9, 2.5, 0.2], [-0.2, 1.4, 0.2], [0.7, 1.3, -1.3], [-0.8, -0.2, -0.6], [-0.5, -1.2, 0.5], [0.2, 0.3, 0.2], [0.4, 1.2, 0.1], [-0.2, 0.8, 1.1], [1.0, -1.2, -0.2], [-0.3, -0.1, -0.5], [-0.6, -0.5, 0.3], [0.5, -0.6, 0.3], [0.6, 0.6, -1.0], [-1.3, 0.4, -1.4], [1.3, 0.1, 0.8], [0.3, 1.2, -0.8], [-1.0, 0.6, 2.3], [0.3, -0.4, -0.4], [2.0, 0.8, 2.0], [-1.0, -1.0, -0.4], [0.2, 0.0, 1.0], [0.1, -0.6, 0.7], [-0.3, -0.4, -0.6], [-0.4, -0.3, -1.1], [0.0, 0.7, 0.6], [0.9, 0.1, -2.7], [0.2, 0.7, 1.8], [-0.4, -0.9, 1.3], [0.2, -0.1, 0.3], [-0.4, 0.1, -1.0], [0.4, -0.5, 0.1], [-0.6, -1.6, 0.3], [-0.7, 0.0, -0.2], [0.4, 0.1, 0.3], [0.6, 0.5, -0.9], [-0.2, -0.2, 0.3], [0.2, -0.1, 0.2], [0.7, -2.6, -2.3], [0.0, 0.6, 1.2], [2.3, -0.8, -2.6], [-2.4, 1.9, -0.6], [1.0, -1.0, 2.8], [0.7, -0.9, -1.6], [0.9, -1.3, 0.1], [-3.0, 1.2, 0.6], [-1.5, -1.4, -2.4], [0.6, -0.2, 0.8], [-0.6, -0.2, 0.1], [0.0, 0.9, 0.3], [-0.6, -1.1, 0.3], [1.9, 1.5, 1.8], [0.1, -0.4, -0.3], [0.6, -0.2, -0.6], [-0.2, -0.3, -0.3], [-0.2, 0.9, 1.4], [1.0, 0.4, 1.1], [-0.7, 0.8, -0.3], [0.8, 1.2, 0.6], [0.5, -0.2, -0.1], [-0.1, 0.1, -0.8], [-1.1, -1.3, -0.7], [-0.3, -0.3, 0.3], [-0.4, 0.1, 0.1], [-1.7, 0.1, -2.5], [-1.4, -2.7, -0.4], [0.9, 2.7, 1.3], [0.4, -1.2, -0.3], [-0.2, 0.3, -0.1], [0.3, 0.5, -0.1], [-0.2, -0.2, 1.9], [1.0, 0.2, 0.6], [0.2, 0.3, -0.1], [1.4, 0.1, -0.6]], "mulliken_charge": [0.059, -0.418, 0.720, -0.709, -0.407, -0.403, -0.456, 0.579, -0.536, -0.502, 0.443, 0.393, 0.310, 0.430, 0.344, -0.066, -0.021, -0.695, -0.395, -0.871, -0.630, 1.065, -0.017, -0.156, 0.409, 1.183, -0.649, -0.711, -0.840, -0.316, 0.213, 0.247, 0.343, 0.380, 0.344, 0.252, 0.501, 0.402, 0.474, 0.687, 0.510, 0.174, 1.035, -0.304, -0.635, -0.415, -0.895, -0.598, 0.640, -0.482, -0.928, -0.489, -0.879, 0.257, 0.286, 0.374, 0.419, 0.359, 0.646, 0.654, 0.347, 0.399, 0.530, 0.003, -0.951, 0.088, -0.837, 0.447, -0.655, 0.334, 0.337, 0.316, 0.254, 0.330, 0.354, -0.006], "relative_energy_kcal_mol": 80.0, "spin_multiplicity": 4, "fmax_ha_per_bohr": 0.0698, "lumo_energy_ev": [-6.6, -7.2], "homo_energy_ev": [-12.024, -12.995], "total_charge": 2}


[3]
{"formula": "C5H10N7", "method": "ωB97M-V/def2-TZVPD", "elements": ["C", "C", "C", "C", "C", "N", "N", "N", "N", "N", "N", "N", "H", "H", "H", "H", "H", "H", "H", "H", "H", "H"], "xyz": [[0.207007, -1.083519, 1.314426], [-0.060641, -0.369170, 2.399418], [-0.263066, 1.113243, 0.482477], [0.667646, -1.926362, 0.329745], [1.314050, 0.314890, -2.328531], [0.490027, 0.401695, 1.314420], [0.781232, -1.508952, -0.892759], [-0.374406, 0.726872, -0.761949], [-0.805343, -0.213420, 3.473527], [-0.899735, 2.263281, 0.819805], [-0.633899, -0.777981, -2.460145], [0.286671, -0.313978, -1.435137], [0.656369, -2.946036, 0.512500], [2.226010, 0.408470, -1.670572], [1.413241, -0.473766, -3.126654], [0.914743, 1.312031, -2.606357], [-1.265081, -0.933328, 3.965813], [-0.791875, 0.704015, 3.925275], [-0.418438, 2.837926, 1.509745], [-1.322798, 2.651336, 0.059583], [-0.555826, -1.768318, -2.519654], [-1.565888, -0.418928, -2.304978]], "forces_ev_per_a": [[0.6, 1.0, 1.4], [-1.0, -1.1, -1.3], [-0.7, -0.1, -3.2], [-1.7, 2.4, -1.3], [1.9, -0.4, 0.9], [1.1, -0.7, 3.1], [1.4, -2.4, 0.0], [-1.3, 1.7, 0.4], [1.1, 2.4, 0.0], [1.8, -1.8, 2.9], [-1.1, 0.8, -0.3], [-0.8, 0.4, -0.1], [0.9, -2.0, 0.1], [-0.7, 0.1, -1.0], [0.4, 1.5, 0.7], [0.3, -1.0, -0.2], [-0.2, -1.1, 0.3], [-0.1, -0.5, -0.2], [-0.5, 0.0, -0.4], [-1.3, 1.8, -2.2], [-0.1, -0.8, 0.2], [0.0, -0.1, 0.4]], "nbo_charge": [-0.090, 0.496, 0.598, 0.110, -0.375, -0.433, -0.334, -0.454, -0.735, -0.769, -0.634, 0.172, 0.238, 0.217, 0.254, 0.251, 0.439, 0.427, 0.413, 0.413, 0.397, 0.400], "relative_energy_kcal_mol": 188.4, "spin_multiplicity": 1, "fmax_ha_per_bohr": 0.0754, "lumo_energy_ev": -3.9, "homo_energy_ev": -12.265, "total_charge": 1, "smiles": "C[N@@+]1(N)N=CC2=C(N)N2C(N)=N1"}


[4]
{"formula": "C6H14N2", "method": "ωB97M-V/def2-TZVPD", "elements": ["C", "N", "C", "C", "C", "C", "C", "N", "H", "H", "H", "H", "H", "H", "H", "H", "H", "H", "H", "H", "H", "H"], "xyz": [[-0.003342, -1.266239, 0.845236], [0.013038, 0.071082, 0.258267], [0.418870, -0.138836, -1.146589], [0.351253, 1.164077, -2.014285], [-1.033652, 1.521073, -2.331822], [-1.749590, 2.181668, -1.478032], [0.006646, -1.274183, 2.304344], [1.461212, -1.377102, 2.708108], [-1.035396, -1.761035, 0.353972], [0.810991, -1.839194, 0.371046], [0.577745, 0.704772, 0.820017], [-0.181777, -0.894566, -1.584374], [1.514290, -0.458363, -1.120673], [1.052506, 0.940315, -2.939533], [0.947842, 1.957299, -1.371817], [-1.325932, 1.365918, -3.358241], [-2.791421, 2.433320, -1.521266], [-1.425600, 2.171002, -0.446298], [-0.710951, -2.050667, 2.684891], [-0.453102, -0.389189, 2.839320], [1.958457, -2.208688, 2.600567], [1.597911, -0.852463, 3.527163]], "forces_ev_per_a": [[-3.5, -0.2, -3.4], [-0.5, -0.7, -0.6], [2.5, 2.4, 0.9], [3.8, -0.9, 0.7], [0.9, 0.7, -1.8], [-1.6, -0.2, 2.3], [0.5, -0.9, 2.4], [-2.8, 2.1, -0.7], [2.4, 0.9, 1.5], [0.0, -0.3, 0.7], [0.3, -0.2, -0.6], [-0.6, -0.8, -0.3], [-1.2, 0.0, -0.4], [-1.6, 0.6, 1.6], [-1.4, -1.2, -1.4], [-0.4, -0.1, -0.2], [-0.3, 0.2, -0.8], [0.5, 0.5, 0.1], [1.1, -0.1, -0.2], [0.8, -0.4, -1.1], [0.4, -1.5, 0.1], [0.7, 0.1, 1.2]], "nbo_charge": [-0.209, -0.644, -0.204, -0.438, -0.204, -0.381, -0.251, -0.868, 0.164, 0.178, 0.364, 0.192, 0.163, 0.214, 0.208, 0.200, 0.195, 0.196, 0.183, 0.205, 0.371, 0.364], "relative_energy_kcal_mol": 64.9, "spin_multiplicity": 1, "fmax_ha_per_bohr": 0.0948, "lumo_energy_ev": 1.1, "homo_energy_ev": -8.537, "smiles": "C=CCCNCCN"}


[5]
{"formula": "C4H11N3O2", "method": "ωB97M-V/def2-TZVPD", "elements": ["C", "C", "N", "N", "N", "H", "H", "H", "H", "H", "H", "H", "H", "C", "C", "O", "O", "H", "H", "H"], "xyz": [[0.284298, -2.534305, -0.682422], [-1.411110, -0.932201, -0.844136], [-0.612814, -1.567455, -0.094004], [-1.611823, -1.062930, -2.202616], [-2.124790, 0.197610, -0.318705], [-0.333174, 2.695936, 1.208312], [1.310110, -2.162869, -0.581766], [0.162768, -2.707143, -1.758976], [-1.510712, -1.975710, -2.611727], [-2.413293, -0.541570, -2.519838], [-2.779376, -0.168399, 0.361801], [-1.501095, 0.762868, 0.259659], [0.268304, -3.503397, -0.189178], [2.254714, 2.330422, 1.373608], [1.119133, 1.388353, 1.615511], [-0.071168, 1.782216, 1.019111], [1.231869, 0.250389, 1.935569], [3.152866, 2.012105, 1.903234], [2.160141, 3.325719, 1.816997], [2.425144, 2.410356, 0.309563]], "forces_ev_per_a": [[0.4, 0.1, -0.4], [0.6, 0.6, 0.5], [0.0, -0.3, -0.2], [-0.3, 0.0, -0.1], [-0.5, 0.0, 0.2], [0.5, -0.1, -0.2], [-0.1, 0.0, 0.2], [-0.1, -0.1, 0.0], [0.1, 0.0, 0.0], [0.1, 0.0, -0.1], [-0.3, 0.0, 0.0], [0.1, -0.4, -0.4], [-0.2, 0.0, 0.2], [0.8, 0.8, 1.5], [-0.1, -0.5, -1.6], [-0.2, 0.4, 0.8], [0.1, 0.1, 0.7], [0.0, -0.6, -0.4], [-0.7, 0.1, -0.4], [0.0, 0.0, -0.2]], "nbo_charge": [-0.435, 0.560, -0.509, -0.838, -0.893, 0.491, 0.201, 0.151, 0.381, 0.397, 0.369, 0.405, 0.198, -0.743, 0.783, -0.733, -0.503, 0.242, 0.227, 0.248], "relative_energy_kcal_mol": 33.6, "spin_multiplicity": 1, "fmax_ha_per_bohr": 0.0360, "lumo_energy_ev": 0.5, "homo_energy_ev": -8.569, "smiles": "CN=C(N)N.CC(=O)O"}